[1]
{"formula": "C13H19AsF5FeO3S4Sb", "method": "ωB97M-V with the def2-TZVPD basis set", "symbols": ["Fe", "S", "Sb", "S", "S", "C", "O", "C", "C", "O", "C", "H", "H", "H", "H", "H", "H", "H", "H", "H", "H", "F", "C", "C", "F", "C", "F", "C", "O", "C", "F", "C", "F", "C", "As", "C", "C", "S", "H", "H", "H", "H", "H", "H", "H", "H", "H"], "coordinates": [[0.4692, -0.0832, -2.0969], [-3.2089, 0.3178, -5.0669], [-2.1214, -1.5679, -4.4775], [-2.7578, -1.6384, -1.8608], [0.1869, -0.9175, -4.1447], [0.5997, -3.2547, -1.2940], [1.2393, -2.0171, -1.0303], [1.5455, -1.8413, 0.3508], [2.1312, -0.4803, 0.5069], [1.1279, 0.5070, 0.2733], [0.3692, 0.8993, 1.4153], [1.2179, -4.0776, -0.9315], [0.4800, -3.3242, -2.3701], [-0.3782, -3.2938, -0.8145], [2.2666, -2.6032, 0.6629], [0.6462, -1.9363, 0.9559], [2.8993, -0.3302, -0.2477], [2.5640, -0.3622, 1.5033], [0.7094, 0.3750, 2.3115], [-0.6803, 0.6823, 1.2686], [0.4943, 1.9719, 1.5581], [2.7567, 6.2535, -2.0109], [2.6469, 4.9198, -2.0880], [1.4302, 4.2999, -1.9235], [0.3438, 5.0303, -1.6808], [1.3502, 2.9296, -1.9986], [0.1346, 2.3583, -1.8533], [2.4457, 2.0743, -2.2164], [2.3524, 0.7800, -2.2445], [3.6576, 2.7626, -2.3821], [4.7754, 2.0615, -2.5943], [3.7523, 4.1358, -2.3203], [4.9414, 4.7257, -2.4771], [-3.9491, -2.2230, 1.9366], [-2.1942, -1.5010, 2.4110], [-2.0237, -2.3928, 4.1551], [-2.8499, 0.2103, 3.1045], [-1.6607, -0.2987, -0.9245], [-4.6352, -2.1713, 2.7844], [-3.8548, -3.2576, 1.6054], [-4.3510, -1.6390, 1.1042], [-2.9299, -2.2713, 4.7611], [-1.1735, -1.9704, 4.6977], [-1.8363, -3.4574, 4.0009], [-3.6585, 0.0475, 3.8212], [-3.2255, 0.8058, 2.2699], [-2.0450, 0.7621, 3.5908]], "largest_force_ev_per_a": 0.7, "total_charge": -1, "s_squared": 8.768, "homo_lumo_gap_ev": [6.70, 5.38], "e_tot_ha": -6564.36896, "multiplicity": 6, "lumo_ev": [2.361, 1.045], "homo_energy_ha": [-0.1595, -0.1594]}

***

[2]
{"formula": "C10H7Cl2N3O3Pd", "method": "ωB97M-V with the def2-TZVPD basis set", "symbols": ["Pd", "Cl", "C", "C", "C", "Cl", "C", "C", "C", "C", "N", "C", "C", "O", "H", "H", "H", "H", "N", "N", "C", "O", "O", "H", "H", "H"], "coordinates": [[-0.0620, 0.0421, -1.7477], [3.1428, -2.6531, 0.9445], [2.1226, -1.3454, 1.4257], [2.0473, -1.0041, 2.7860], [1.2622, 0.0273, 3.2169], [1.2245, 0.4419, 4.9021], [0.4846, 0.7650, 2.2949], [-0.3752, 1.8393, 2.6136], [-1.0787, 2.4719, 1.6264], [-0.9597, 2.0289, 0.2990], [-0.1742, 1.0272, -0.0146], [0.5642, 0.3881, 0.9423], [1.4138, -0.6540, 0.4573], [1.4743, -0.9053, -0.8256], [2.6333, -1.5705, 3.4963], [-0.4649, 2.1539, 3.6443], [-1.7397, 3.2964, 1.8496], [-1.5246, 2.4742, -0.5089], [-0.0259, -1.1501, -3.4072], [-1.3667, -1.2884, -3.8373], [-2.3926, -0.6755, -3.0734], [-3.5333, -1.0163, -3.2780], [-1.9902, 0.2499, -2.2526], [0.5198, -0.7699, -4.1741], [0.4033, -2.0171, -3.0899], [-1.6050, -2.1563, -4.2895]], "largest_force_ev_per_a": 0.9, "total_charge": 0, "homo_lumo_gap_ev": 7.42, "e_tot_ha": -1823.56196, "lumo_ev": -0.647, "homo_energy_ha": -0.2963}

***

[3]
{"formula": "C3H11N3O", "method": "ωB97M-V with the def2-TZVPD basis set", "symbols": ["C", "C", "N", "C", "N", "N", "H", "H", "H", "H", "H", "H", "H", "H", "H", "H", "H", "O"], "coordinates": [[-1.9968, 1.4788, -1.7247], [-1.0291, 0.6118, -0.9019], [-0.1756, 1.3523, 0.0085], [0.7565, 0.5193, 0.6719], [0.3335, -0.2105, 1.7953], [1.8846, 0.3165, 0.1115], [-2.3466, 2.3913, -1.1857], [-2.8763, 0.9839, -2.1488], [-1.4195, 1.9101, -2.5889], [-1.4442, -0.2930, -0.3754], [-0.3012, 0.1565, -1.5854], [0.2972, 2.2486, -0.1794], [-0.3914, 0.1836, 2.3793], [1.0889, -0.6270, 2.3345], [2.6133, 0.1496, 0.8042], [0.6077, -2.4252, -0.0683], [-0.1902, -3.3870, 0.7693], [0.4789, -3.3796, 0.0459]], "largest_force_ev_per_a": 2.5, "total_charge": 0, "homo_lumo_gap_ev": 9.79, "e_tot_ha": -360.37968, "lumo_ev": 0.706, "smiles": "[H]/N=C(\\N)NCC.O", "homo_energy_ha": -0.3339}